116
Properties=species:S:1:pos:R:3:lowdin_spin:R:1 method="wB97M-V/def2-TZVPD" charge=+1 e_lumo_ev="-3.9 / -5.4" s2=2.044 e_tot_ev=-98463.135 orbital_gap_ev="5.51 / 4.66" spin_multiplicity=3
Pd 0.159 -0.056 -0.371 0.502
P -1.790 -1.380 0.028 0.039
P 0.559 2.100 0.816 0.196
Si 0.826 -1.240 1.481 0.014
F 7.954 -3.757 -2.326 0.015
F 2.645 -3.041 -1.906 -0.008
F 7.078 -1.369 -2.235 -0.008
F 3.579 -5.437 -1.917 0.016
N 1.997 0.008 -1.329 0.077
N 4.849 -8.095 -1.480 0.143
N 8.473 -6.780 -3.367 0.151
N 5.686 1.430 -2.651 0.018
C 4.333 -0.725 -2.076 0.043
C 1.860 2.341 3.337 0.004
C -1.571 -2.676 1.266 0.009
C -2.731 -1.042 -3.809 0.000
C -3.656 0.655 -0.473 0.000
C 1.682 3.289 -1.497 0.004
C -5.139 1.090 -0.330 0.000
C -2.307 5.133 1.048 0.001
C 2.418 -2.193 1.226 0.006
C -1.533 4.029 0.280 0.002
C -1.022 -4.408 3.346 0.000
C 3.038 -0.381 -1.669 0.032
C 2.293 4.480 0.713 0.013
C 2.810 4.196 -2.061 0.000
C 5.137 0.444 -2.349 0.005
C -2.459 -3.715 1.517 0.001
C 2.271 0.573 4.844 -0.001
C -3.356 -0.489 0.506 -0.003
C 2.368 1.929 4.535 0.001
C 6.297 -6.065 -2.190 0.309
C -1.619 -1.203 -2.779 0.006
C 4.796 -2.051 -2.098 0.076
C -1.909 -2.161 -1.613 0.022
C -4.560 -1.332 0.833 -0.001
C 1.775 -0.303 3.892 -0.001
C -0.419 -2.519 2.038 0.005
C -2.975 -3.551 -3.385 0.002
C 4.474 -4.457 -2.101 0.067
C 5.477 -7.174 -1.775 0.030
C -2.112 -4.613 2.523 0.001
C -3.072 3.187 2.402 0.000
C -1.751 2.440 2.270 0.002
C -2.839 4.695 2.411 0.001
C 7.551 -6.390 -2.791 0.029
C 5.819 -4.735 -2.209 0.028
C -0.117 -3.390 3.120 0.001
C -5.626 0.986 1.123 0.000
C 1.260 0.116 2.674 -0.003
C 1.275 1.492 2.414 0.016
C 6.634 -3.626 -2.323 0.055
C -0.781 3.190 1.344 0.042
C 2.012 5.690 -0.150 0.002
C 1.876 3.127 0.004 0.032
C -3.282 -2.414 -4.320 0.000
C 6.152 -2.363 -2.265 -0.012
C 2.772 5.625 -1.507 0.000
C 3.983 -3.184 -2.055 -0.008
C -3.082 -3.148 -1.903 0.007
C -5.536 -0.459 1.613 0.000
H 0.919 5.809 -0.293 0.000
H -2.151 4.939 3.227 0.000
H -1.618 5.976 1.197 0.000
H -3.771 5.235 2.620 0.000
H -1.058 -2.860 -1.552 0.004
H 2.339 6.575 0.397 0.001
H -3.434 0.404 -1.508 0.000
H 2.752 -2.520 2.196 0.001
H -5.754 0.441 -0.944 0.000
H -3.097 5.544 0.382 0.000
H 1.853 -1.399 4.097 0.000
H -0.881 -5.142 4.147 0.000
H -3.000 1.515 -0.240 0.000
H 2.643 0.214 5.788 0.000
H -4.049 -2.679 -1.762 0.000
H 1.911 3.386 3.161 0.000
H -3.014 -4.037 -1.281 0.000
H -3.697 3.008 1.480 0.000
H -0.744 -1.585 -3.267 0.001
H 3.793 5.967 -1.375 0.000
H 2.345 6.303 -2.242 0.000
H -6.509 -0.914 1.516 0.000
H -3.601 2.806 3.295 0.000
H -5.275 -0.487 2.680 0.000
H 3.183 -1.517 0.872 0.000
H -3.514 -0.429 -3.378 0.000
H -1.296 2.323 3.270 0.000
H -1.302 -0.228 -2.407 0.002
H 0.801 -3.337 3.712 0.000
H 0.705 3.663 -1.857 0.001
H -5.222 2.162 -0.663 0.000
H 1.824 2.343 -1.944 0.000
H 2.730 2.407 0.102 0.000
H -2.951 -2.635 -5.311 0.000
H -3.696 -4.324 -3.575 0.000
H -4.369 -2.347 -4.400 0.000
H -0.218 3.966 1.883 0.009
H -2.399 -0.446 -4.664 0.000
H -5.054 -1.717 -0.049 0.000
H -4.179 -2.158 1.411 0.000
H 3.383 4.382 0.863 0.002
H 2.248 -3.016 0.564 0.000
H 1.820 4.549 1.709 0.001
H 3.776 3.713 -1.821 0.000
H -6.629 1.424 1.152 0.000
H 2.842 2.606 5.223 0.000
H -1.982 -4.012 -3.576 0.000
H 2.756 4.219 -3.165 0.000
H -3.334 -3.894 0.931 0.000
H -2.182 3.395 -0.327 0.000
H -2.732 -5.476 2.700 0.000
H -5.002 1.610 1.745 0.000
H -3.082 0.016 1.434 0.000
H -1.913 1.413 1.913 0.001
H -0.839 4.524 -0.356 0.000

19
Properties=species:S:1:pos:R:3:lowdin_charge:R:1 method="wB97M-V/def2-TZVPD" e_lumo_ev=-0.7 e_tot_ev=-8922.126 orbital_gap_ev=6.21
N 1.531 1.159 -1.395 0.021
C -1.129 0.635 0.392 -0.189
C -2.349 0.494 1.226 -0.032
C -0.491 1.772 -0.151 0.110
C 0.095 -0.028 0.284 -0.080
C 1.047 -1.956 -1.000 -0.088
C 0.913 1.242 -0.161 -0.493
C 0.766 -1.357 0.393 -0.178
H -2.579 -0.546 1.444 0.078
H 1.682 -1.265 -1.541 0.047
H -2.239 1.050 2.155 0.088
H 1.823 2.090 -1.699 0.007
H 1.696 -1.187 0.928 0.117
H 0.136 -2.013 1.006 0.110
H 1.553 -2.916 -0.908 0.069
H -3.237 0.876 0.713 0.082
H 0.125 -2.073 -1.568 0.077
H 1.541 1.499 0.711 0.139
H -0.882 2.526 -0.830 0.113

189
Properties=species:S:1:pos:R:3:lowdin_charge:R:1 method="wB97M-V/def2-TZVPD" e_lumo_ev=0.3 e_tot_ev=-86635.165 orbital_gap_ev=8.87 smiles=COC[C@H](C)N.COC[C@H](C)N.COC[C@H](C)N.COC[C@H](C)N.COC[C@H](C)N.COC[C@H](C)N.COC[C@H](C)N.COC[C@H](C)N.COC[C@H](C)N.CC(C)O.CC(C)O.CC(C)O
O -4.727 1.088 0.999 -0.069
O -1.600 4.631 0.096 -0.196
O -3.246 1.839 -3.391 -0.213
O -1.028 1.334 4.632 -0.192
O -1.842 -1.552 -0.554 -0.049
O -0.542 0.535 -4.912 -0.223
O 5.173 3.808 -2.095 -0.217
O 2.387 -4.849 2.231 -0.072
O -3.552 -4.535 2.997 -0.185
O 3.103 2.991 2.150 -0.181
O 5.006 -2.065 1.041 -0.254
O 1.120 -4.298 -3.391 -0.249
N 5.457 -0.373 -1.019 0.061
N 0.400 7.006 -1.892 0.025
N 2.386 4.398 -3.290 0.064
N -2.417 2.855 -5.912 0.071
N -2.174 -0.872 7.302 0.029
N 5.635 0.217 2.737 0.066
N -4.643 -1.910 0.581 0.064
N -1.385 -2.623 -3.075 0.065
N 2.897 -5.797 -0.456 0.043
C 2.084 -4.346 -2.250 -0.153
C 3.147 -0.035 2.685 -0.053
C -5.687 0.792 3.253 -0.052
C 1.687 -3.908 -4.641 -0.102
C 4.334 0.762 2.214 -0.423
C 0.537 -1.267 -0.084 -0.027
C 4.139 -1.016 -0.918 -0.395
C -1.344 3.350 0.673 -0.076
C -0.859 -0.704 -0.098 -0.518
C -2.097 6.777 -1.925 -0.060
C -1.278 -0.259 1.301 -0.021
C -2.459 3.014 -3.455 -0.206
C 0.492 -3.596 3.108 -0.027
C -4.171 4.108 -4.796 -0.049
C -4.713 1.536 2.334 -0.519
C -6.078 -2.993 2.225 -0.066
C -2.822 -5.738 2.897 -0.111
C 2.842 -3.414 4.104 -0.047
C 5.444 -3.218 1.672 -0.102
C 0.608 0.469 -5.695 -0.107
C 1.882 -5.682 -1.519 -0.412
C -2.329 -0.027 6.147 -0.428
C 0.221 1.956 4.287 -0.073
C -4.970 3.014 2.334 -0.057
C 4.196 2.722 -2.476 -0.138
C 2.794 3.317 -2.384 -0.450
C 1.744 2.234 -2.351 -0.037
C 2.017 -3.667 2.892 -0.500
C -1.442 -1.688 -4.183 -0.392
C -0.560 5.063 -0.755 -0.230
C -0.796 6.531 -1.126 -0.391
C 3.692 -1.326 -2.342 -0.053
C -3.518 0.929 6.317 -0.049
C -4.672 -2.700 1.787 -0.466
C 0.403 -5.914 -1.020 -0.039
C 4.275 -2.330 -0.132 -0.188
C -2.745 3.652 -4.806 -0.490
C -1.000 0.639 5.845 -0.241
C -3.630 1.500 -2.059 -0.084
C 4.238 2.222 2.643 -0.170
C -2.881 -1.242 -4.386 -0.048
C -3.817 -3.953 1.735 -0.206
C 6.484 3.326 -1.995 -0.138
C -0.696 -0.387 -3.853 -0.188
C 3.271 3.459 0.847 -0.118
H 4.394 -1.918 -2.879 0.077
H -1.588 2.306 -5.783 0.044
H 2.816 -6.798 -0.236 0.078
H -2.875 -1.593 7.433 0.077
H 2.411 -5.418 0.367 0.029
H -0.269 -5.521 -1.818 0.072
H 1.094 -4.405 -5.451 0.102
H 2.385 3.999 0.503 0.078
H -3.742 1.322 2.837 0.122
H -0.732 1.343 6.654 0.130
H -2.459 -0.655 5.278 0.134
H -4.304 -2.097 2.616 0.125
H -0.535 -3.182 -3.091 0.058
H 0.302 2.851 4.883 0.084
H 5.557 -3.048 2.756 0.085
H 2.378 -2.867 2.235 0.100
H 3.114 -4.253 -2.632 0.115
H -0.590 0.517 1.615 0.064
H -2.324 6.153 -2.792 0.056
H -2.762 3.688 -2.646 0.107
H 0.949 -1.440 -1.098 0.071
H 4.264 1.907 -1.731 0.092
H -3.669 -1.807 0.260 0.054
H 2.885 3.781 -1.401 0.089
H -4.508 4.455 -5.758 0.075
H -2.846 -3.762 1.300 0.108
H 0.207 -6.972 -0.791 0.074
H -3.438 -2.062 -4.811 0.072
H -1.147 0.104 -2.997 0.107
H 2.639 -2.395 4.417 0.073
H 0.672 -0.467 -6.256 0.085
H 5.686 -0.709 2.300 0.036
H -6.683 -2.083 2.370 0.075
H -2.109 7.789 -2.250 0.053
H 2.079 -6.433 -2.291 0.135
H 0.821 2.625 -1.963 0.052
H -2.313 3.115 1.225 0.099
H -4.448 0.410 6.379 0.060
H 1.129 -0.614 0.512 0.057
H 2.743 -1.869 -2.317 0.036
H 3.427 -0.413 -2.894 0.072
H 2.414 -5.641 2.778 0.112
H 2.156 3.930 -4.197 0.088
H -0.055 -3.568 2.143 0.062
H 0.153 -4.442 3.724 0.084
H 3.332 -2.725 0.226 0.102
H 4.308 0.769 1.133 0.093
H 4.460 2.452 -3.490 0.122
H 1.531 1.819 -3.343 0.062
H 1.052 1.317 4.552 0.070
H -4.402 3.683 1.693 0.068
H -2.338 0.146 1.291 0.087
H -2.072 -0.367 8.172 0.073
H 2.259 0.488 2.323 0.075
H -4.340 4.839 -4.005 0.081
H -6.614 -3.669 1.577 0.074
H 3.408 2.615 0.166 0.065
H -2.953 6.605 -1.229 0.087
H 2.104 1.384 -1.810 0.055
H 0.220 2.277 3.231 0.070
H 0.592 1.365 -6.379 0.111
H 0.326 -0.524 -3.515 0.104
H -4.749 3.200 -4.597 0.085
H -4.232 0.590 -2.043 0.082
H 2.721 -4.287 -4.774 0.093
H -5.125 -2.478 -0.132 0.102
H 0.520 6.465 -2.761 0.059
H -0.449 4.403 -1.639 0.105
H 5.197 2.724 2.424 0.126
H -1.858 -5.504 2.408 0.070
H -0.881 7.049 -0.131 0.150
H 6.138 -1.009 -1.403 0.081
H -1.549 -1.948 -1.353 0.008
H 5.482 0.093 3.734 0.070
H 5.783 -0.111 -0.091 0.061
H -6.038 3.198 2.124 0.094
H 4.167 4.108 0.717 0.111
H 0.288 7.971 -2.182 0.056
H 2.464 -3.999 4.960 0.097
H -5.569 1.164 4.292 0.067
H 3.184 5.001 -3.438 0.072
H 6.585 2.539 -1.224 0.087
H -0.496 3.289 1.376 0.074
H 0.177 -2.653 3.588 0.083
H 0.380 5.058 -0.200 0.110
H 4.754 -4.058 1.558 0.085
H -4.138 2.296 -1.514 0.094
H -5.488 -0.290 3.305 0.055
H 7.043 4.217 -1.670 0.087
H -2.069 4.503 -4.815 0.129
H -4.319 -4.704 1.100 0.132
H 1.848 -3.491 -1.574 0.096
H -2.217 -3.232 -3.086 0.111
H -3.495 1.561 7.169 0.067
H 0.541 -2.203 0.454 0.066
H -3.388 -0.876 -3.515 0.060
H -2.747 1.156 -1.522 0.063
H -3.009 -0.440 -5.148 0.095
H -1.163 2.681 -0.190 0.073
H -2.712 -6.053 3.899 0.074
H -0.790 0.211 -0.711 0.112
H -3.137 2.166 -6.024 0.070
H -1.317 -1.086 2.011 0.076
H -6.765 0.860 2.980 0.094
H 1.669 -2.843 -4.772 0.061
H -0.211 -0.140 5.881 0.124
H -1.367 2.769 -3.297 0.127
H 6.465 -3.379 1.299 0.103
H -3.648 1.533 5.422 0.057
H 3.101 -0.160 3.750 0.071
H 4.744 -3.121 -0.687 0.123
H -4.779 3.435 3.289 0.064
H 3.885 -3.542 3.997 0.052
H 0.119 -5.377 -0.095 0.064
H 3.190 -1.033 2.269 0.046
H -6.079 -3.478 3.219 0.091
H 4.122 2.203 3.750 0.133
H -3.285 -6.527 2.231 0.105
H 1.477 0.573 -5.023 0.068
H -4.822 0.109 0.969 0.049
H -1.044 -2.062 -5.137 0.138
H 6.879 3.162 -2.994 0.081
H 3.480 -0.329 -0.356 0.118

15
Properties=species:S:1:pos:R:3:lowdin_spin:R:1 method="wB97M-V/def2-TZVPD" charge=+2 e_lumo_ev="-11.1 / -15.1" s2=0.753 e_tot_ev=-7798.526 orbital_gap_ev="7.83 / 3.77" spin_multiplicity=2
O -0.174 -2.280 -1.144 0.047
O 1.161 0.215 2.821 0.012
N 0.388 0.228 -0.186 0.053
C -1.558 1.431 -0.879 0.404
C -0.294 1.056 -1.218 0.431
H -1.919 1.368 0.173 0.011
H -0.335 -3.233 -0.958 0.000
H 0.274 1.559 -1.983 0.013
H -2.078 2.189 -1.596 0.010
H 1.348 -0.643 3.305 0.000
H 1.570 0.941 3.311 0.000
H 0.868 0.898 0.443 0.015
H 1.117 -0.515 -0.501 0.004
H -0.317 -0.354 0.421 0.001
H -0.034 -2.197 -2.153 -0.001